<A>
ORCA calculation (ωB97M-V/def2-TZVPD) on a cluster of 2 separate species, C5H12NO2 in total.

The geometry in ORCA input format:
```
! RIJCOSX wB97M-V def2-TZVPD def2/J DEFGRID3
* xyz 1 1
C -0.3078 0.5283 0.8928
C 0.5900 1.5610 1.4065
C -2.1522 1.7881 1.6613
C 1.0110 -1.2175 -2.5872
C -0.3897 -1.7162 0.1169
N 2.0489 -2.0465 -2.7992
O -1.6680 0.6090 0.9176
O 0.2408 -0.6317 0.6397
H 0.3958 2.5974 1.2299
H 0.5649 1.5674 2.5722
H 1.5775 1.3743 1.0778
H -1.7649 2.7134 1.0658
H -1.7379 1.7171 2.6684
H -3.2393 1.6608 1.6078
H 0.2876 -0.9793 -3.4514
H 0.9705 -0.4890 -1.8055
H 0.0672 -2.6013 0.5045
H -1.4980 -1.8248 -0.0356
H 2.9058 -1.9254 -2.2015
H 2.0976 -2.6852 -3.4806
*
```

Properties
* HOMO energy (spin up / spin down): -11.144 / -10.110 eV
* frontier orbital gap (spin up / spin down): 7.4 / 5.4 eV

Mulliken population analysis, charges in e, atoms 1 to 5: 1.08, -1.37, -0.65, -0.13, -0.61

---

<B>
ORCA calculation (ωB97M-V/def2-TZVPD) on a cluster of 2 separate species, C5H12NO2 in total.

The geometry in ORCA input format:
```
! RIJCOSX wB97M-V def2-TZVPD def2/J DEFGRID3
* xyz 1 1
C 2.2496 0.6164 -0.8494
O 1.6676 -0.7177 -0.8067
C 1.9287 1.2228 0.4310
C 0.5323 1.3015 0.8288
C -0.0434 0.0862 1.6643
C -1.0604 -0.6423 0.7558
O -2.2174 -0.6926 0.9966
N -2.9799 -1.2562 -1.6053
H 3.3040 0.5811 -1.1318
H 1.6549 1.0557 -1.6554
H 2.2903 -1.3945 -0.5065
H 2.7521 1.7516 0.9037
H -0.1019 1.4564 -0.0586
H 0.4104 2.1750 1.4702
H 0.8265 -0.5102 1.9776
H -0.6039 0.3740 2.5698
H -0.6311 -1.1182 -0.1405
H -3.5157 -1.1220 -2.4583
H -2.9606 -2.2709 -1.5619
H -3.5021 -0.8960 -0.8234
*
```

Properties
* HOMO energy: -12.601 eV
* frontier orbital gap: 4.9 eV

Mulliken population analysis, charges in e, atoms 1 to 5: -0.53, -0.45, 0.17, -0.65, -0.46

---

So which one wins? Going from most stable to least: <B>, <A>.

---

<A>
ORCA calculation (ωB97M-V/def2-TZVPD) on a cluster of 8 separate species, C16H48O8 in total.

The geometry in ORCA input format:
```
! RIJCOSX wB97M-V def2-TZVPD def2/J DEFGRID3
* xyz 0 1
C 11.8724 -13.5630 14.8520
C 12.5250 -13.0731 13.5069
O 13.6252 -13.9104 13.2943
H 12.6032 -13.6041 15.6596
H 11.3203 -14.4915 14.7062
H 11.0439 -12.9005 15.1028
H 12.9407 -12.0666 13.5545
H 11.7454 -13.0933 12.7453
H 14.1750 -13.4462 12.6587
C 24.6747 -16.7002 9.5676
C 24.6068 -18.2088 9.8119
O 24.8622 -18.9319 8.6064
H 25.6798 -16.4229 9.2501
H 24.4369 -16.1980 10.5054
H 23.9758 -16.3090 8.8283
H 23.5722 -18.4868 10.0130
H 25.2174 -18.5050 10.6648
H 24.3293 -19.7301 8.6296
C 21.1077 -8.5129 13.9504
C 21.6484 -7.4754 14.9998
O 21.2008 -7.8712 16.3191
H 21.2060 -8.0367 12.9749
H 20.0363 -8.6681 14.0774
H 21.7051 -9.4216 13.8766
H 21.1874 -6.4887 14.9552
H 22.6889 -7.2755 14.7441
H 21.8052 -7.5236 16.9790
C 10.0054 -13.3712 6.0782
C 10.8113 -12.2779 6.7161
O 10.0304 -11.4088 7.5050
H 9.5116 -13.9449 6.8625
H 10.6153 -14.0064 5.4358
H 9.2901 -12.9904 5.3492
H 11.4844 -11.9180 5.9379
H 11.4237 -12.7152 7.5047
H 10.5153 -10.6381 7.8091
C 13.6778 -7.4039 10.4594
C 12.6360 -6.2289 10.5030
O 11.8380 -6.3714 9.3226
H 14.2758 -7.2958 11.3643
H 14.4420 -7.1823 9.7144
H 13.1892 -8.3695 10.3296
H 13.2300 -5.3274 10.6536
H 12.0273 -6.1924 11.4065
H 11.3423 -5.5724 9.1289
C 16.4778 -17.9624 9.7129
C 16.0609 -17.5241 8.2842
O 14.8656 -16.8299 8.2898
H 16.5350 -17.0449 10.2986
H 17.4938 -18.3551 9.6733
H 15.7634 -18.6866 10.1042
H 15.9616 -18.4704 7.7524
H 16.8281 -16.9010 7.8246
H 14.2360 -17.4885 8.5923
C 21.5285 -10.0230 2.9232
C 21.8868 -9.7189 1.5073
O 23.3222 -10.0500 1.4022
H 21.7464 -11.0417 3.2438
H 20.4445 -10.0104 3.0370
H 22.0489 -9.2684 3.5130
H 21.6170 -8.6944 1.2510
H 21.2600 -10.2808 0.8148
H 23.3377 -10.9906 1.2109
C 19.3233 -12.8854 8.6234
C 18.0321 -12.1152 8.4135
O 17.0639 -12.7086 9.1562
H 19.7572 -12.4166 9.5066
H 20.0151 -12.6754 7.8076
H 19.1569 -13.9518 8.7761
H 17.7964 -12.3006 7.3656
H 18.0785 -11.0514 8.6463
H 16.6354 -13.4179 8.6715
*
```

Properties
* HOMO energy: -9.968 eV
* SMILES: CCO.CCO.CCO.CCO.CCO.CCO.CCO.CCO
* frontier orbital gap: 10.3 eV

Mulliken population analysis, charges in e, atoms 1 to 5: -1.08, -0.15, -0.51, 0.30, 0.28

---

<B>
ORCA calculation (ωB97M-V/def2-TZVPD) on a cluster of 8 separate species, C16H48O8 in total.

The geometry in ORCA input format:
```
! RIJCOSX wB97M-V def2-TZVPD def2/J DEFGRID3
* xyz 0 1
C 0.0912 -28.7861 1.8942
C 1.1214 -27.7538 2.4510
O 1.9084 -27.4375 1.2435
H 0.4514 -29.7179 1.3087
H -0.4903 -28.3336 0.8209
H -0.7789 -28.9282 2.2657
H 1.7084 -28.0819 3.2905
H 0.7312 -26.8433 2.7958
H 2.7007 -26.8253 1.3066
C 1.8716 -20.0355 9.6991
C 2.5340 -20.8836 8.6198
O 1.6429 -21.3475 7.6724
H 1.1745 -20.3780 10.2859
H 1.2673 -19.4149 9.3211
H 2.5651 -19.5679 10.3500
H 3.0173 -21.9781 9.0952
H 3.4345 -20.2492 8.0503
H 2.0593 -22.0850 7.3657
C 2.2120 -25.8886 5.7861
C 1.9982 -25.3138 7.2272
O 3.0669 -24.5580 7.7325
H 3.1229 -26.5558 5.5826
H 2.3696 -25.1375 5.0533
H 1.4793 -26.5244 5.2556
H 1.7869 -26.1758 7.8073
H 1.0319 -24.7530 7.1048
H 3.1561 -24.3042 8.6977
C 5.2218 -20.7481 5.2161
C 5.0776 -21.8303 6.2770
O 3.7661 -22.3691 6.1989
H 4.1729 -20.0970 5.2404
H 5.1493 -21.2429 4.2301
H 6.2553 -20.3502 5.4121
H 5.0852 -21.3603 7.2616
H 5.7256 -22.5007 6.0880
H 3.7748 -23.1760 6.6177
C 6.1034 -25.0804 2.3771
C 5.0105 -25.8448 3.0868
O 3.7234 -25.5638 2.6190
H 6.0443 -24.0236 2.7675
H 6.1529 -25.2327 1.3670
H 7.1059 -25.6407 2.7794
H 5.1490 -25.8805 4.0955
H 5.3097 -27.0113 2.9278
H 3.2724 -24.7488 3.1313
C 0.7804 -22.5474 4.1909
C 1.9567 -22.1057 3.3584
O 3.0296 -23.0368 3.5072
H 0.0666 -21.7585 3.9397
H 1.0147 -22.4928 5.2074
H 0.4625 -23.5397 3.8183
H 1.9753 -20.9710 3.7655
H 1.8307 -21.8167 2.3945
H 3.5888 -23.0230 4.2402
C 3.5659 -29.6989 5.1746
C 4.6510 -29.4771 4.1711
O 5.6620 -28.7094 4.6940
H 2.6582 -30.1805 4.7218
H 3.1017 -28.6966 5.2825
H 3.7025 -30.0487 6.3154
H 4.2165 -29.2653 3.2890
H 5.1307 -30.4887 3.8671
H 6.4961 -28.8940 4.2548
C 4.8905 -25.5577 10.6244
C 3.4729 -25.7870 11.1765
O 2.5059 -25.2657 10.1650
H 4.9681 -25.9097 9.6965
H 5.8917 -25.9160 11.3053
H 5.0391 -24.4143 10.5920
H 3.1457 -25.4827 12.1725
H 3.4884 -26.9360 11.4372
H 1.6204 -25.6553 10.0051
*
```

Properties
* HOMO energy: -9.547 eV
* SMILES: CCO.CCO.CCO.CCO.CCO.CCO.CCO.CCO
* frontier orbital gap: 10.0 eV

Mulliken population analysis, charges in e, atoms 1 to 5: -1.43, 0.92, -0.55, 0.26, 0.23

---

<C>
ORCA calculation (ωB97M-V/def2-TZVPD) on a cluster of 8 separate species, C16H48O8 in total.

The geometry in ORCA input format:
```
! RIJCOSX wB97M-V def2-TZVPD def2/J DEFGRID3
* xyz 0 1
C -2.3659 -1.8276 -1.6348
C -3.2476 -0.6275 -1.2020
O -4.5897 -0.9451 -1.3477
H -1.3152 -1.8281 -1.3447
H -2.5488 -1.8977 -2.7071
H -2.7256 -2.7745 -1.2322
H -2.9090 0.2587 -1.7388
H -3.1386 -0.4002 -0.1415
H -4.7395 -1.1925 -2.2631
C 3.0916 3.3906 -1.4385
C 3.3702 3.6308 -2.8993
O 4.5742 4.3242 -3.1152
H 2.9644 4.3261 -0.8937
H 3.9505 2.8112 -1.0998
H 2.1795 2.7942 -1.4177
H 2.5128 4.0704 -3.4088
H 3.6292 2.7389 -3.4699
H 5.3541 3.7647 -3.0968
C 0.0750 -0.2550 1.6409
C 0.4918 0.2076 0.2510
O -0.5113 1.1898 -0.0678
H 0.1788 0.4755 2.4432
H 0.8061 -1.0541 1.7631
H -0.8673 -0.7988 1.5734
H 0.4254 -0.6450 -0.4248
H 1.4793 0.6680 0.2193
H -0.3408 1.4337 -0.9805
C 1.9818 -4.2282 -0.0156
C 2.7470 -2.9135 0.1331
O 2.4648 -2.0776 -0.9757
H 1.8256 -4.7329 0.9378
H 2.5105 -4.9918 -0.5862
H 0.9747 -4.0885 -0.4084
H 3.8362 -2.9380 0.1651
H 2.6094 -2.4303 1.1004
H 2.8753 -1.2174 -0.8610
C 1.7776 -1.8597 4.7539
C 2.2901 -3.2587 4.2805
O 3.1973 -3.6457 5.3131
H 1.3777 -2.0186 5.7554
H 1.0631 -1.4599 4.0344
H 2.5832 -1.1566 4.9655
H 2.7975 -3.1893 3.3183
H 1.4963 -3.9889 4.1228
H 2.7837 -4.3087 5.8707
C -0.6179 2.8925 -4.5708
C -0.3446 3.2463 -3.1303
O -0.1099 2.0287 -2.5169
H 0.1418 2.3336 -5.1173
H -0.8104 3.8399 -5.0743
H -1.5613 2.3505 -4.6370
H -1.1795 3.7969 -2.6967
H 0.4619 3.9711 -3.0197
H 0.7378 1.6986 -2.8236
C -3.0386 -3.1010 2.0147
C -1.6250 -3.5695 2.4950
O -1.5822 -4.9892 2.4673
H -2.9431 -3.3249 0.9523
H -3.0447 -2.0170 2.1287
H -3.9216 -3.6297 2.3736
H -1.4499 -3.3135 3.5399
H -0.8219 -3.3121 1.8045
H -2.1804 -5.4095 3.0895
C -3.1222 5.2085 -0.2228
C -2.1757 4.0035 -0.2673
O -2.3305 3.2001 0.8403
H -2.9828 5.7398 -1.1644
H -2.8582 5.8533 0.6154
H -4.1898 4.9890 -0.2326
H -1.1557 4.3868 -0.2956
H -2.4438 3.4006 -1.1349
H -1.8276 2.3925 0.7124
*
```

Properties
* HOMO energy: -9.604 eV
* SMILES: CCO.CCO.CCO.CCO.CCO.CCO.CCO.CCO
* frontier orbital gap: 9.8 eV

Mulliken population analysis, charges in e, atoms 1 to 5: -1.04, 0.11, -0.56, 0.09, 0.42

---

So which one wins? Going from most stable to least: <C>, <A>, <B>.